No. 1
{"formula": "C23H60BNO18PS6", "method": "ωB97M-V/def2-TZVPD", "symbols": ["C", "C", "O", "P", "S", "N", "C", "O", "B", "C", "O", "C", "C", "C", "C", "H", "H", "H", "H", "H", "H", "H", "H", "H", "H", "H", "H", "H", "H", "H", "H", "H", "H", "H", "H", "O", "S", "O", "O", "C", "C", "C", "H", "H", "H", "H", "H", "H", "H", "H", "O", "S", "O", "O", "C", "C", "C", "H", "H", "H", "H", "H", "H", "H", "H", "O", "S", "O", "O", "C", "C", "C", "H", "H", "H", "H", "H", "H", "H", "H", "O", "S", "O", "O", "C", "C", "C", "H", "H", "H", "H", "H", "H", "H", "H", "O", "S", "O", "O", "C", "C", "C", "H", "H", "H", "H", "H", "H", "H", "H"], "xyz": [[2.90, -1.11, 2.93], [4.03, -1.16, 1.89], [3.50, -1.42, 0.62], [4.30, -1.22, -0.88], [6.47, -1.18, -0.04], [4.46, -3.14, -1.03], [4.64, -3.81, -0.06], [4.87, -4.48, 0.90], [4.51, 0.75, -0.77], [5.45, 1.50, -1.80], [3.91, 1.52, 0.19], [2.62, -1.20, -1.82], [1.77, -2.47, -1.64], [1.71, 0.02, -1.63], [1.06, 0.24, -0.28], [2.10, -1.78, 2.62], [3.29, -1.38, 3.90], [2.47, -0.11, 2.95], [4.58, -0.22, 1.93], [4.72, -1.95, 2.18], [4.99, -1.20, -2.14], [6.58, -2.12, 0.90], [5.40, 1.06, -2.79], [6.48, 1.45, -1.46], [5.18, 2.56, -1.88], [4.17, 2.44, 0.10], [2.91, -1.20, -2.87], [0.73, -2.27, -1.90], [1.78, -2.82, -0.62], [2.11, -3.27, -2.30], [2.11, 0.95, -2.04], [0.87, -0.16, -2.30], [0.27, 0.99, -0.33], [1.75, 0.48, 0.51], [0.56, -0.68, 0.02], [-0.03, 2.40, -2.79], [-1.35, 2.93, -2.96], [-2.41, 2.09, -3.41], [-1.23, 4.20, -3.90], [-0.53, 4.00, -5.14], [-1.41, 3.39, -6.22], [-1.84, 3.76, -1.49], [0.35, 3.39, -4.95], [-0.19, 4.99, -5.44], [-1.70, 2.37, -5.97], [-0.87, 3.38, -7.17], [-2.32, 3.97, -6.34], [-1.04, 4.42, -1.18], [-2.01, 2.98, -0.74], [-2.76, 4.31, -1.69], [-1.23, -0.42, 1.94], [-2.46, -1.06, 1.59], [-3.16, -0.67, 0.40], [-3.45, -0.97, 2.84], [-3.65, 0.33, 3.42], [-4.62, 1.19, 2.64], [-2.24, -2.80, 1.59], [-2.68, 0.82, 3.54], [-4.04, 0.13, 4.42], [-4.21, 1.47, 1.67], [-4.83, 2.11, 3.20], [-5.56, 0.66, 2.48], [-1.73, -3.08, 2.51], [-1.61, -3.03, 0.73], [-3.21, -3.27, 1.50], [1.75, 5.95, -3.61], [3.08, 5.69, -3.15], [3.53, 6.31, -1.94], [4.10, 6.04, -4.32], [3.97, 7.34, -4.94], [4.57, 8.45, -4.10], [3.36, 3.96, -3.08], [2.92, 7.52, -5.17], [4.50, 7.24, -5.89], [4.00, 8.60, -3.19], [4.57, 9.38, -4.68], [5.59, 8.20, -3.82], [3.05, 3.52, -4.02], [2.76, 3.57, -2.26], [4.42, 3.78, -2.89], [2.61, -3.84, 5.24], [1.87, -4.74, 4.41], [0.68, -4.29, 3.75], [1.50, -6.03, 5.28], [0.88, -5.79, 6.56], [-0.59, -5.43, 6.45], [2.92, -5.52, 3.25], [1.44, -5.01, 7.08], [1.02, -6.72, 7.11], [-0.73, -4.46, 5.97], [-1.03, -5.40, 7.44], [-1.11, -6.18, 5.85], [3.79, -5.91, 3.77], [3.23, -4.77, 2.52], [2.37, -6.32, 2.76], [-7.88, -0.76, 2.23], [-7.94, -1.16, 0.85], [-8.97, -0.63, 0.02], [-8.01, -2.75, 0.81], [-9.00, -3.40, 1.64], [-10.39, -3.33, 1.04], [-6.38, -0.97, 0.09], [-8.97, -2.96, 2.63], [-8.66, -4.43, 1.71], [-10.77, -2.31, 1.03], [-11.07, -3.95, 1.63], [-10.38, -3.70, 0.01], [-5.61, -1.42, 0.72], [-6.20, 0.10, -0.01], [-6.40, -1.44, -0.89]], "lowdin_charge": [-0.058, -0.363, -0.356, 0.487, 0.436, -0.007, -0.504, 0.044, -0.669, -0.059, 0.087, -0.407, -0.134, -0.277, -0.096, 0.066, 0.061, 0.066, 0.085, 0.081, -0.016, -0.231, 0.058, 0.050, 0.013, 0.090, 0.094, 0.061, 0.057, 0.058, 0.079, 0.091, 0.059, 0.053, 0.056, -0.268, 0.563, -0.268, -0.258, -0.264, -0.070, -0.111, 0.106, 0.114, 0.072, 0.079, 0.081, 0.077, 0.073, 0.073, -0.256, 0.560, -0.285, -0.265, -0.246, -0.064, -0.105, 0.114, 0.121, 0.071, 0.082, 0.059, 0.068, 0.083, 0.072, -0.281, 0.571, -0.271, -0.260, -0.256, -0.074, -0.111, 0.110, 0.119, 0.071, 0.078, 0.084, 0.084, 0.082, 0.049, -0.273, 0.564, -0.286, -0.268, -0.262, -0.076, -0.112, 0.111, 0.117, 0.069, 0.077, 0.082, 0.081, 0.057, 0.080, -0.284, 0.568, -0.277, -0.262, -0.254, -0.074, -0.122, 0.112, 0.120, 0.071, 0.079, 0.083, 0.056, 0.082, 0.084], "max_force_ha_per_bohr": 0.03523, "e_tot_ha": -5076.79406, "spin_multiplicity": 1, "charge": -1}

No. 2
{"formula": "C23H60CaN3O11", "method": "ωB97M-V/def2-TZVPD", "symbols": ["Ca", "C", "C", "O", "O", "H", "H", "H", "C", "O", "H", "H", "H", "H", "C", "O", "H", "H", "H", "H", "C", "O", "H", "H", "H", "H", "C", "O", "C", "C", "N", "C", "C", "O", "C", "H", "H", "H", "H", "H", "H", "H", "H", "H", "H", "H", "H", "H", "H", "H", "C", "O", "C", "C", "N", "C", "C", "O", "C", "H", "H", "H", "H", "H", "H", "H", "H", "H", "H", "H", "H", "H", "H", "H", "C", "O", "C", "C", "N", "C", "C", "O", "C", "H", "H", "H", "H", "H", "H", "H", "H", "H", "H", "H", "H", "H", "H", "H"], "xyz": [[-28.03, -21.00, 15.27], [-28.89, -25.21, 15.14], [-28.50, -23.76, 15.48], [-29.36, -22.99, 15.93], [-27.39, -23.33, 15.09], [-28.02, -25.73, 14.74], [-29.69, -25.17, 14.40], [-29.20, -25.85, 15.98], [-30.83, -23.83, 19.28], [-31.27, -24.36, 18.04], [-30.01, -24.45, 19.64], [-30.58, -22.78, 19.11], [-31.57, -23.94, 20.07], [-30.74, -24.06, 17.30], [-28.58, -29.54, 17.23], [-27.93, -30.49, 16.35], [-27.94, -29.03, 17.94], [-29.03, -28.72, 16.66], [-29.41, -30.07, 17.70], [-26.98, -30.34, 16.35], [-32.00, -27.27, 16.40], [-31.65, -26.87, 17.70], [-31.48, -28.14, 16.01], [-33.07, -27.46, 16.37], [-31.92, -26.38, 15.77], [-31.33, -25.97, 17.75], [-34.22, -18.56, 14.51], [-32.97, -18.98, 15.00], [-32.72, -20.23, 15.52], [-31.24, -20.43, 15.89], [-30.30, -20.18, 14.81], [-30.72, -20.80, 13.57], [-29.59, -21.02, 12.49], [-28.42, -21.53, 13.06], [-27.55, -22.16, 12.16], [-34.57, -19.45, 13.99], [-34.02, -17.72, 13.84], [-34.93, -18.24, 15.27], [-33.03, -21.05, 14.87], [-33.35, -20.28, 16.41], [-31.20, -21.46, 16.25], [-31.01, -19.78, 16.74], [-30.67, -19.24, 14.70], [-31.48, -20.18, 13.11], [-31.25, -21.71, 13.83], [-29.35, -20.05, 12.04], [-29.94, -21.71, 11.73], [-26.70, -22.47, 12.77], [-27.05, -21.49, 11.46], [-27.98, -23.08, 11.75], [-31.51, -19.42, 20.00], [-30.28, -20.02, 19.60], [-29.29, -19.15, 19.02], [-27.93, -19.89, 18.90], [-27.87, -20.97, 17.80], [-26.57, -21.61, 17.88], [-25.56, -20.84, 17.09], [-25.74, -21.13, 15.67], [-24.59, -20.84, 14.93], [-32.05, -19.14, 19.10], [-31.41, -18.45, 20.49], [-32.11, -20.12, 20.58], [-29.11, -18.32, 19.70], [-29.59, -18.68, 18.08], [-27.81, -20.33, 19.89], [-27.17, -19.16, 18.61], [-28.56, -21.69, 17.93], [-26.68, -22.62, 17.48], [-26.34, -21.68, 18.94], [-24.55, -21.11, 17.38], [-25.62, -19.76, 17.17], [-24.96, -20.91, 13.91], [-23.72, -21.41, 15.23], [-24.27, -19.80, 14.99], [-24.44, -24.37, 16.51], [-24.33, -24.01, 17.88], [-22.91, -24.02, 18.40], [-22.63, -23.56, 19.80], [-23.25, -22.24, 19.91], [-23.04, -21.64, 21.22], [-23.87, -20.34, 21.38], [-25.31, -20.66, 21.33], [-25.76, -21.08, 22.63], [-23.74, -25.11, 16.13], [-24.37, -23.50, 15.86], [-25.37, -24.88, 16.26], [-22.27, -23.47, 17.72], [-22.53, -25.04, 18.28], [-21.56, -23.71, 19.95], [-23.01, -24.25, 20.54], [-24.25, -22.30, 19.81], [-21.97, -21.60, 21.38], [-23.36, -22.24, 22.07], [-23.43, -19.82, 20.53], [-23.60, -19.78, 22.27], [-26.69, -21.65, 22.60], [-25.97, -20.21, 23.26], [-25.04, -21.71, 23.17]], "lowdin_charge": [1.546, 0.027, -0.719, -0.105, -0.118, 0.078, 0.086, 0.069, -0.102, -0.134, 0.086, 0.065, 0.090, 0.051, -0.136, -0.128, 0.075, 0.048, 0.081, 0.062, -0.172, -0.139, 0.069, 0.072, 0.066, -0.010, -0.068, -0.211, -0.230, -0.195, -0.144, -0.167, -0.162, -0.349, -0.074, 0.093, 0.095, 0.091, 0.120, 0.135, 0.113, 0.105, 0.111, 0.130, 0.127, 0.131, 0.135, 0.081, 0.106, 0.116, -0.090, -0.208, -0.198, -0.112, -0.120, -0.218, -0.159, -0.357, -0.090, 0.073, 0.088, 0.096, 0.122, 0.106, 0.119, 0.118, 0.090, 0.124, 0.118, 0.126, 0.127, 0.096, 0.100, 0.097, -0.123, -0.193, -0.171, -0.214, -0.046, -0.226, -0.169, -0.211, -0.103, 0.088, 0.065, 0.080, 0.117, 0.117, 0.131, 0.120, 0.085, 0.125, 0.096, 0.113, 0.120, 0.087, 0.087, 0.079], "max_force_ha_per_bohr": 0.06011, "e_tot_ha": -2581.54657, "e_above_lowest_kcal_mol": 65.0, "spin_multiplicity": 1, "charge": 1}

No. 3
{"formula": "C23H61BaCl2N5O11V2", "method": "ωB97M-V/def2-TZVPD", "symbols": ["O", "V", "O", "O", "V", "O", "Ba", "O", "C", "C", "O", "H", "H", "H", "H", "C", "C", "C", "O", "C", "N", "H", "H", "H", "H", "H", "H", "H", "H", "H", "H", "H", "C", "C", "C", "O", "C", "N", "H", "H", "H", "H", "H", "H", "H", "H", "H", "H", "H", "C", "C", "C", "O", "C", "N", "H", "H", "H", "H", "H", "H", "H", "H", "H", "H", "H", "C", "C", "C", "O", "C", "N", "H", "H", "H", "H", "H", "H", "H", "H", "H", "H", "H", "C", "C", "C", "O", "C", "N", "H", "H", "H", "H", "H", "H", "H", "H", "H", "H", "H", "C", "Cl", "Cl", "H", "H"], "xyz": [[5.78, 19.76, 34.63], [5.96, 21.32, 34.91], [5.19, 22.29, 33.85], [10.84, 18.83, 32.11], [11.59, 20.07, 31.40], [13.09, 20.04, 31.90], [9.41, 27.08, 31.12], [9.94, 23.21, 35.12], [10.60, 23.44, 36.38], [9.81, 23.69, 37.75], [8.70, 22.86, 37.99], [11.28, 24.28, 36.22], [11.22, 22.55, 36.53], [9.38, 24.69, 37.61], [10.60, 23.80, 38.49], [13.37, 31.85, 31.00], [13.21, 31.15, 29.72], [14.06, 29.84, 29.69], [13.73, 29.01, 30.80], [14.66, 27.96, 31.04], [11.73, 30.92, 29.51], [14.41, 31.98, 31.31], [13.04, 31.23, 31.84], [12.81, 32.78, 31.10], [13.67, 31.78, 28.96], [15.06, 30.23, 29.92], [14.06, 29.26, 28.77], [14.36, 27.09, 30.45], [14.59, 27.67, 32.08], [15.72, 28.18, 30.92], [11.40, 31.81, 29.17], [11.67, 30.30, 28.71], [0.80, 28.29, 39.00], [2.31, 28.43, 39.19], [2.74, 29.13, 40.60], [2.15, 30.44, 40.62], [2.28, 31.14, 41.84], [2.91, 27.13, 39.15], [0.35, 27.57, 39.68], [0.64, 28.03, 37.95], [0.23, 29.19, 39.24], [2.70, 29.00, 38.35], [3.81, 28.98, 40.73], [2.30, 28.54, 41.40], [1.84, 32.14, 41.83], [3.26, 31.13, 42.31], [1.66, 30.69, 42.62], [2.73, 26.65, 40.02], [3.91, 27.22, 39.28], [6.53, 31.89, 35.65], [7.65, 30.95, 35.17], [8.75, 30.90, 36.26], [9.77, 30.12, 35.72], [10.91, 29.94, 36.58], [7.13, 29.62, 34.87], [6.31, 31.61, 36.68], [5.65, 31.89, 35.02], [6.92, 32.91, 35.74], [8.03, 31.36, 34.23], [8.40, 30.42, 37.18], [9.18, 31.88, 36.47], [11.44, 30.87, 36.78], [11.69, 29.31, 36.13], [10.70, 29.47, 37.54], [6.80, 29.29, 35.77], [6.24, 29.72, 34.40], [5.27, 17.94, 42.15], [4.85, 18.89, 43.36], [5.91, 19.13, 44.41], [5.39, 19.94, 45.49], [6.11, 19.90, 46.73], [4.37, 20.16, 42.83], [6.24, 18.35, 41.85], [4.51, 17.97, 41.37], [5.42, 16.90, 42.43], [3.97, 18.54, 43.90], [6.79, 19.66, 44.03], [6.19, 18.22, 44.95], [7.15, 20.16, 46.53], [5.86, 18.97, 47.24], [5.70, 20.65, 47.41], [5.20, 20.55, 42.41], [4.30, 20.72, 43.67], [6.66, 26.79, 46.52], [7.67, 26.57, 45.38], [9.12, 26.21, 45.72], [9.85, 27.34, 46.16], [11.04, 27.10, 46.97], [6.98, 25.47, 44.66], [5.73, 27.27, 46.21], [7.03, 27.47, 47.29], [6.44, 25.90, 47.10], [7.59, 27.36, 44.63], [9.73, 25.86, 44.89], [9.07, 25.52, 46.57], [11.81, 26.71, 46.30], [10.84, 26.42, 47.80], [11.28, 28.10, 47.36], [6.77, 24.72, 45.30], [7.51, 25.04, 43.91], [12.90, 20.43, 42.28], [12.73, 18.93, 43.27], [14.43, 21.29, 42.74], [12.90, 20.07, 41.25], [12.03, 21.07, 42.40]], "lowdin_charge": [-0.306, 1.169, -0.369, -0.358, 1.021, -0.345, 1.555, -0.237, -0.264, -0.265, -0.116, 0.099, 0.116, 0.112, 0.112, -0.089, -0.413, -0.183, -0.229, -0.105, 0.033, 0.093, 0.076, 0.090, 0.140, 0.124, 0.126, 0.078, 0.085, 0.099, 0.070, 0.046, -0.068, -0.426, -0.167, -0.188, -0.119, 0.009, 0.079, 0.075, 0.075, 0.127, 0.108, 0.115, 0.088, 0.084, 0.080, 0.070, 0.057, -0.061, -0.430, -0.217, -0.215, -0.085, 0.024, 0.081, 0.079, 0.082, 0.129, 0.131, 0.134, 0.087, 0.077, 0.087, 0.072, 0.059, -0.037, -0.428, -0.198, -0.235, -0.089, 0.030, 0.064, 0.069, 0.068, 0.135, 0.123, 0.123, 0.087, 0.088, 0.083, 0.058, 0.058, -0.071, -0.398, -0.207, -0.224, -0.067, 0.003, 0.079, 0.073, 0.076, 0.131, 0.121, 0.121, 0.081, 0.082, 0.087, 0.056, 0.056, -0.968, 0.464, 0.461, 0.018, 0.024], "max_force_ha_per_bohr": 0.12312, "e_tot_ha": -4846.93438, "spin_multiplicity": 1, "charge": 2}

No. 4
{"formula": "C23H61NO14P2", "method": "ωB97M-V/def2-TZVPD", "symbols": ["C", "O", "C", "C", "O", "C", "C", "O", "N", "C", "C", "C", "C", "O", "P", "P", "O", "O", "O", "H", "H", "H", "H", "H", "H", "H", "H", "H", "H", "H", "H", "H", "H", "H", "H", "H", "H", "H", "C", "C", "O", "H", "H", "H", "H", "H", "H", "C", "C", "O", "H", "H", "H", "H", "H", "H", "C", "C", "O", "H", "H", "H", "H", "H", "H", "C", "C", "O", "H", "H", "H", "H", "H", "H", "C", "C", "O", "H", "H", "H", "H", "H", "H", "C", "C", "O", "H", "H", "H", "H", "H", "H", "C", "C", "O", "H", "H", "H", "H", "H", "H"], "xyz": [[-0.04, 0.38, 1.50], [-0.67, 1.52, 0.92], [-2.04, 1.29, 0.76], [-2.86, 2.04, 1.81], [-2.16, 1.96, 3.06], [-3.04, 3.53, 1.58], [-4.18, 3.88, 2.54], [-4.46, 4.97, 2.93], [-4.85, 2.68, 2.91], [-4.35, 1.58, 2.04], [-4.56, 0.26, 2.79], [-4.00, -1.09, 2.30], [-4.24, -1.45, 0.84], [-4.56, -2.10, 3.13], [-5.34, 1.64, 0.42], [-7.43, 1.81, 1.09], [-7.81, 2.92, 1.95], [-8.13, 1.78, -0.36], [-7.81, 0.35, 1.67], [-0.48, 0.20, 2.48], [1.02, 0.56, 1.60], [-0.20, -0.51, 0.88], [-2.25, 0.22, 0.82], [-2.32, 1.62, -0.25], [-2.54, 1.28, 3.63], [-3.31, 3.78, 0.55], [-2.14, 4.09, 1.81], [-4.70, 2.51, 3.90], [-4.12, 0.42, 3.78], [-5.62, 0.13, 3.00], [-2.93, -1.14, 2.54], [-3.78, -2.42, 0.64], [-5.32, -1.55, 0.65], [-3.86, -0.73, 0.13], [-5.43, -2.34, 2.79], [-5.23, 3.00, 0.10], [-8.88, 1.18, -0.39], [-7.20, -0.34, 1.40], [2.00, 1.82, -1.30], [1.34, 2.29, -2.57], [-0.09, 2.16, -2.49], [1.74, 0.78, -1.11], [3.09, 1.90, -1.37], [1.66, 2.41, -0.44], [1.66, 1.70, -3.42], [1.59, 3.34, -2.77], [-0.36, 2.68, -1.73], [6.13, -0.63, -1.46], [5.14, -0.55, -2.60], [4.72, 0.79, -2.85], [5.70, -0.21, -0.56], [6.42, -1.66, -1.26], [7.03, -0.05, -1.70], [4.24, -1.11, -2.36], [5.57, -0.98, -3.51], [5.50, 1.32, -3.07], [5.18, -4.64, 1.23], [4.29, -3.47, 0.82], [4.30, -3.27, -0.59], [6.20, -4.48, 0.89], [5.18, -4.76, 2.31], [4.82, -5.57, 0.78], [4.66, -2.54, 1.26], [3.27, -3.63, 1.16], [3.96, -4.07, -1.01], [0.36, -6.02, 1.42], [0.21, -4.52, 1.30], [1.00, -3.97, 0.26], [1.40, -6.28, 1.59], [-0.23, -6.41, 2.25], [0.02, -6.52, 0.51], [0.55, -4.02, 2.21], [-0.85, -4.25, 1.15], [0.72, -4.36, -0.58], [-0.06, -3.56, 5.43], [-0.91, -2.40, 4.98], [-0.82, -2.18, 3.57], [0.98, -3.40, 5.15], [-0.12, -3.70, 6.51], [-0.40, -4.49, 4.96], [-0.57, -1.47, 5.44], [-1.96, -2.55, 5.27], [-1.14, -2.98, 3.13], [5.98, 5.28, -3.61], [5.57, 3.87, -3.22], [6.61, 2.92, -3.45], [6.28, 5.31, -4.66], [5.16, 5.98, -3.46], [6.83, 5.62, -3.01], [4.73, 3.53, -3.83], [5.25, 3.84, -2.18], [7.37, 3.17, -2.91], [0.04, 1.48, -5.87], [-0.63, 1.96, -7.14], [-2.04, 1.83, -7.10], [-0.21, 0.44, -5.68], [1.13, 1.57, -5.94], [-0.30, 2.06, -5.01], [-0.30, 1.38, -8.00], [-0.36, 3.01, -7.34], [-2.36, 2.34, -6.35]], "lowdin_charge": [-0.086, -0.170, -0.164, -0.447, 0.027, -0.032, -0.444, 0.124, 0.075, -0.544, -0.117, -0.418, -0.062, -0.039, 0.970, 0.275, -0.287, -0.190, -0.178, 0.067, 0.092, 0.095, 0.095, 0.130, 0.084, 0.114, 0.144, 0.142, 0.120, 0.113, 0.120, 0.089, 0.074, 0.040, 0.085, -0.046, 0.078, 0.040, -0.086, -0.312, -0.098, 0.079, 0.054, 0.071, 0.098, 0.111, 0.068, -0.091, -0.309, -0.107, 0.075, 0.063, 0.069, 0.101, 0.110, 0.037, -0.089, -0.317, -0.087, 0.073, 0.072, 0.070, 0.112, 0.086, 0.081, -0.079, -0.328, -0.077, 0.075, 0.074, 0.075, 0.097, 0.107, 0.088, -0.087, -0.306, -0.101, 0.077, 0.076, 0.071, 0.115, 0.111, 0.057, -0.087, -0.314, -0.094, 0.077, 0.076, 0.073, 0.115, 0.115, 0.092, -0.095, -0.327, -0.085, 0.081, 0.074, 0.056, 0.109, 0.107, 0.078], "max_force_ha_per_bohr": 0.01983, "e_tot_ha": -2703.74308, "spin_multiplicity": 1}

| no. | gap between HOMO and LUMO (eV) | HOMO level (hartree) |
| --- | --- | --- |
| 1 | 6.3 | -0.1600 |
| 2 | 8.2 | -0.4050 |
| 3 | 2.2 | -0.3832 |
| 4 | 9.5 | -0.3463 |